Run one
The following is a DFT calculation (ωB97M-V/def2-TZVPD) of an isolated molecule of C2H5N2OP.

Atoms and positions in Å:
C -0.52 -0.05 0.95
O -0.37 2.28 0.24
C -0.05 1.15 0.05
H -1.69 -0.12 0.87
H 1.05 1.48 -1.72
H -0.29 -1.39 -1.96
H 0.68 -1.76 1.01
P 0.82 -1.18 -1.02
N 0.06 -1.30 0.47
N 0.73 0.74 -0.98
H -0.41 0.15 2.09

LUMO level (eV): 0.80
SMILES: O=C1CNPN1

---

Run two
The following is a DFT calculation (ωB97M-V/def2-TZVPD) of an isolated molecule of C2H5N2OP.

Atoms and positions in Å:
C 0.82 -1.03 0.38
H -1.03 -2.14 0.49
N -0.31 1.37 -0.54
P -1.66 0.18 0.27
H -2.22 -0.11 -1.06
C -0.50 -1.26 0.35
O 1.46 0.14 0.25
N 0.66 1.33 0.50
H -0.07 0.96 -1.45
H 1.13 2.19 0.33
H 1.72 -1.64 0.47

LUMO level (eV): 0.87
SMILES: c1c[pH][nH][nH]o1

---

Which of them is the least stable? Correct choice: run two.

---

Run one
The following is a DFT calculation (ωB97M-V/def2-TZVPD) of a structure of composition C41H42ClGe2N3OS2SiW.

Atoms and positions in Å:
C 4.40 -2.58 0.90
H -0.98 -0.15 -4.57
N 0.61 0.03 1.56
S -1.75 1.08 0.64
C -4.09 2.61 -1.71
C 5.20 -0.02 -1.97
C 4.68 -4.88 1.54
C 3.29 -4.30 -0.34
H -2.58 4.98 1.85
C -3.73 0.09 -3.58
C 0.84 -0.24 -5.67
H 3.80 1.08 -4.68
H 5.13 -5.63 2.17
H 2.89 0.70 0.38
H -2.48 3.87 0.46
Cl -2.10 -1.80 -1.15
H -3.61 3.22 -4.94
Ge -0.59 1.53 -2.15
Si 2.91 -1.65 -1.36
C 2.38 -4.03 -5.33
C 1.19 -0.81 2.35
H 1.70 -5.36 3.03
H -3.17 3.31 2.02
C 3.56 -2.94 -0.15
C 0.61 0.85 -3.52
C 3.66 -3.71 -4.88
H 2.42 1.77 -2.78
H 4.66 -1.53 1.06
H -2.08 3.83 -4.29
C 0.99 -2.21 2.06
H -3.81 3.65 -1.53
H 0.40 -0.79 -6.49
C 3.78 0.79 -0.23
H 2.24 -4.62 -6.23
O 1.37 -1.14 -0.97
H -1.66 4.29 -2.07
Ge -2.90 1.76 -3.00
C 4.63 1.86 -0.02
C 0.06 0.12 -4.58
C 1.45 -2.84 -3.46
C 1.28 3.30 -0.72
H 6.95 1.15 -2.37
C 0.06 3.19 -1.38
H 0.28 -3.84 -4.95
C 2.72 -2.51 -3.00
H -4.12 -0.47 -2.73
H 5.63 -3.24 2.54
H 4.83 -2.79 -3.37
H -0.92 -3.88 -0.03
C -2.64 2.93 -4.55
H 1.29 6.62 -0.04
C 1.97 1.18 -3.57
C -0.71 4.34 -1.55
C 4.96 -3.54 1.74
H -5.10 2.60 -2.13
N 0.11 -2.46 1.06
H 1.71 -0.46 3.24
C -0.21 -3.73 0.78
C -0.27 5.57 -1.07
C -0.55 1.91 1.59
H 5.45 -0.74 -2.74
C 1.72 4.53 -0.24
C 2.75 0.81 -4.65
C 5.78 1.99 -0.79
N 0.56 1.34 1.97
H 6.45 2.83 -0.63
H 0.57 -2.49 -2.92
C 6.06 1.05 -1.77
H 1.90 2.43 -0.55
W -0.30 -0.71 -0.22
H 4.52 -4.06 -5.43
C 2.18 0.10 -5.71
H -4.11 2.08 -0.76
C 0.94 5.66 -0.42
C 1.25 -4.54 2.48
C 3.82 -2.98 -3.72
H -2.09 2.41 -5.34
H 2.30 -3.00 3.55
H 2.66 -4.61 -1.17
C 4.04 -0.17 -1.21
H -4.56 0.35 -4.24
H 0.03 -5.80 1.22
C 1.27 -3.59 -4.61
H 2.79 -0.19 -6.55
S -0.77 3.54 2.13
C 3.84 -5.26 0.50
C -2.42 3.94 1.54
H -3.05 -0.56 -4.13
C 1.59 -3.24 2.78
C 0.33 -4.79 1.48
H 3.64 -6.31 0.32
H 4.41 2.58 0.76
H -0.88 6.45 -1.22
H 2.67 4.60 0.28

Total charge: +1
Spin multiplicity: 4
LUMO level (spin up / spin down) (eV): -3.52 / -4.56

---

Run two
The following is a DFT calculation (ωB97M-V/def2-TZVPD) of a structure of composition C41H42ClGe2N3OS2SiW.

Atoms and positions in Å:
C -1.64 2.58 -0.99
C 5.34 1.52 -1.02
H -5.54 -0.33 0.36
C 3.01 2.71 -0.12
H -4.43 1.59 0.65
C -0.57 1.45 4.19
H 2.68 2.87 2.65
C 0.47 4.28 -3.43
O 0.75 0.02 -0.01
C 2.67 -5.05 -2.13
H -0.41 3.06 5.60
H 4.68 -0.23 0.00
H -0.11 -2.11 0.99
H 2.06 -0.84 3.80
H -5.56 -0.69 -3.98
C 2.89 -2.80 3.59
C 3.42 -3.75 2.73
C -5.90 -0.59 -0.63
H 3.97 -4.18 0.70
H 2.30 -4.95 -1.11
H -1.70 2.06 -3.06
C -3.45 2.02 0.49
H 3.71 4.49 -1.09
H 1.84 -5.25 -2.81
H 2.81 -3.02 4.65
H 3.32 1.24 -3.49
C -3.45 -2.30 1.61
W 0.08 -0.40 -1.73
C 1.17 1.34 2.50
H 3.76 -4.70 3.11
H -0.99 3.65 2.16
C 3.91 3.45 -0.88
H -0.04 -3.39 3.07
C -1.53 3.19 1.33
Ge -2.24 -1.03 -0.77
N 2.03 -0.14 -2.64
H 1.65 3.97 4.59
C 3.53 -3.46 1.37
H -4.41 -2.02 1.20
H -0.48 -0.04 2.66
C 2.47 -2.31 -2.50
C -2.89 2.01 -0.78
H -3.80 -0.79 -4.21
C -4.59 -0.43 -3.55
H 3.21 -2.02 -0.16
C 4.44 0.80 -0.26
C -0.97 3.18 0.07
C 3.10 -2.23 0.89
C -1.00 -3.08 2.67
Ge -4.47 -1.28 -1.80
H -1.55 4.63 -2.82
C 2.35 1.04 -3.04
H -5.58 -3.47 -2.44
H -4.53 0.66 -3.50
H -3.20 2.61 2.54
C 1.31 2.06 -2.93
N 2.95 -1.14 -2.79
H 5.78 3.42 -1.92
S 0.82 -2.64 -1.95
H 3.38 -5.88 -2.18
H 2.45 3.57 -3.96
C 3.25 1.37 0.20
C -4.61 -3.22 -2.00
C -2.27 -1.95 0.94
H -2.15 -3.96 4.25
H -6.67 -1.36 -0.53
H -0.01 3.65 -0.11
Si 1.94 0.38 1.10
S 3.61 -3.61 -2.64
C -0.72 3.93 -2.88
H -3.44 1.60 -1.62
C 1.76 2.47 3.07
H 2.11 3.20 0.25
C 2.47 -1.57 3.11
H 6.25 1.06 -1.37
C 1.18 3.10 4.17
H 0.62 5.28 -3.82
H -1.47 1.04 4.63
Cl -1.01 -0.45 -3.90
H -4.32 -3.27 3.30
C 1.50 3.34 -3.50
C -3.40 -3.01 2.79
C 0.02 2.58 4.73
C 5.07 2.85 -1.34
C 0.00 0.84 3.08
C -1.04 -2.36 1.48
H -6.35 0.29 -1.08
H -3.83 -3.61 -2.65
N 0.19 1.68 -2.35
C -0.99 2.56 -2.36
C -2.18 -3.40 3.32
H -4.54 -3.71 -1.03
C 2.56 -1.26 1.75
C -2.77 2.60 1.55

Total charge: +1
Spin multiplicity: 4
LUMO level (spin up / spin down) (eV): -3.69 / -4.75

---

Which of them is the least stable? Correct choice: run two.

---

Run one
The following is a DFT calculation (ωB97M-V/def2-TZVPD) of the ion C2H5N2O with charge +1.

Atoms and positions in Å:
H 1.39 -0.80 -0.03
H 0.17 -0.89 -1.31
C 0.39 -0.66 -0.21
N -1.84 1.89 -0.53
O -0.56 -1.40 0.49
C -0.78 1.45 -0.25
H 0.61 1.02 1.01
N 0.23 0.84 0.03
H -0.11 -1.44 1.46
H -2.45 2.50 -1.02

Total charge: +1
LUMO level (eV): -4.57
SMILES: [NH+]#CNCO

---

Run two
The following is a DFT calculation (ωB97M-V/def2-TZVPD) of a cluster of 2 separate species, C2H5N2O in total.

Atoms and positions in Å:
N -0.51 0.90 1.07
O 0.91 -1.88 1.56
H -0.63 0.16 -1.74
H -0.07 -1.50 -1.95
H -1.17 0.23 1.47
N -0.24 -0.65 -1.34
H 2.10 -0.75 0.41
C 0.18 -0.62 -0.19
C 1.09 -1.16 0.65
H 0.27 0.98 1.72

Total charge: +1
LUMO level (spin up / spin down) (eV): -6.67 / -6.67

---

Which of them is the least stable? Correct choice: run two.